Run 1
Entry from OMol25: a molecular structure, C7H9P (ωB97M-V with the def2-TZVPD basis set).

The geometry in XYZ format:
```
17
C7H9P ωB97M-V with the def2-TZVPD basis set
C -2.2331 -0.3580 0.0071
C -1.2078 -0.9237 -0.1780
C 2.1762 0.7065 -0.6160
C 2.0969 0.7706 0.6795
C 1.4559 -0.3599 -1.3388
C 1.4266 -0.4709 1.2289
C -3.5947 0.1682 0.0981
P 0.9754 -1.6264 -0.0849
H 2.7253 1.3962 -1.3089
H 2.3738 1.5098 1.4115
H 0.5846 0.0659 -1.7694
H 2.2538 -0.7402 -2.1293
H 2.2838 -0.9742 1.9217
H 0.5935 -0.1813 1.8653
H -4.2868 -0.4805 0.6812
H -3.6088 1.3377 0.4357
H -4.0146 0.1602 -0.9036
```

Results
HOMO   -9.21 eV
Spin multiplicity   1
Kohn-Sham gap   9.595 eV
LUMO energy   0.38 eV
Net charge   0

These are the Löwdin partial charges, in e, on atoms 1 to 2: atom 1 (C): -0.277, atom 2 (C): -0.105

***

Run 2
Entry from OMol25: a molecular structure, C7H9P (ωB97M-V with the def2-TZVPD basis set).

The geometry in XYZ format:
```
17
C7H9P ωB97M-V with the def2-TZVPD basis set
C -1.1830 2.7452 -0.6375
C -0.4758 1.9606 -0.0523
C -1.2896 -0.4463 0.0805
C -0.4348 -1.5469 -0.3197
C 0.9679 -0.9030 -0.5331
C 1.1802 -0.0199 0.6407
C -0.0928 0.8753 0.8220
P -2.9752 -0.1922 0.0125
H -1.7580 3.4019 -1.1980
H -0.3299 -2.2125 0.4562
H -0.8053 -1.9477 -1.3066
H 1.6626 -1.7652 -0.6241
H 0.8780 -0.3797 -1.4385
H 1.2050 -0.6485 1.5202
H 1.9353 0.6978 0.6055
H -0.1173 1.2807 1.8911
H -3.0811 0.9560 0.9176
```

Results
HOMO   -8.66 eV
Spin multiplicity   1
Kohn-Sham gap   8.925 eV
LUMO energy   0.26 eV
Net charge   0

These are the Löwdin partial charges, in e, on atoms 1 to 2: atom 1 (C): 0.094, atom 2 (C): -0.190

***

The structure with the least stability is run 2.